No. 1
Molecular formula: C31H29BrN8O7PPb
Method: DFT, ωB97M-V/def2-TZVPD

## Properties
Energy above the lowest of the compared OMol25 structures with the same formula, charge and spin = 146.6 kJ/mol
LUMO energy = -4.7486 eV
E = -5271.37951 a.u.

The geometry in ORCA input format:
```
! RIJCOSX wB97M-V def2-TZVPD def2/J DEFGRID3
* xyz 1 1
Pb -0.9298 -0.9937 0.4142
O -1.0717 -5.6000 1.5329
C -1.0090 -4.3954 1.4992
N -1.1009 -3.6641 0.3192
C -0.6593 -3.9757 -0.8392
C 0.3144 -5.0078 -1.1301
C 0.6339 -5.2755 -2.4020
C 0.0369 -4.5452 -3.5137
C -0.8398 -3.5438 -3.3302
C -1.2309 -3.1789 -1.9900
N -2.0306 -2.2234 -1.6717
C -2.9858 -1.6121 -2.4709
O -3.6171 -2.2035 -3.3142
C -3.3115 -0.1764 -2.1199
C -4.2366 0.4849 -2.9118
C -4.5528 1.8003 -2.6110
C -3.9393 2.4021 -1.5246
C -3.0319 1.6638 -0.7793
N -2.7153 0.4022 -1.0689
C -0.9910 -3.5673 2.7613
C -0.7367 -4.2199 3.9543
C -0.7840 -3.4915 5.1331
C -1.1035 -2.1477 5.0729
C -1.3375 -1.5692 3.8334
N -1.2725 -2.2600 2.6967
H 0.7600 -5.5444 -0.3042
H 1.3628 -6.0419 -2.6291
H 0.3223 -4.8257 -4.5200
H -1.2800 -3.0070 -4.1587
H -4.6924 -0.0467 -3.7353
H -5.2696 2.3416 -3.2152
H -4.1573 3.4246 -1.2487
H -2.5414 2.0908 0.0875
H -0.5208 -5.2781 3.9389
H -0.5763 -3.9736 6.0792
H -1.1641 -1.5434 5.9675
H -1.5635 -0.5140 3.7362
C 2.8391 2.0290 -3.6162
N 2.2674 2.8508 -2.4586
C 3.3360 2.9602 -1.3585
N 3.8287 1.6840 -0.9925
C 4.3412 0.9598 -2.1518
N 3.3019 0.7689 -3.1605
C 2.2268 -0.1218 -2.6935
P 1.3105 0.5135 -1.1721
C 1.0252 2.2119 -1.9219
C 2.8698 0.8896 -0.2200
H 3.6587 2.6092 -4.0402
H 2.0472 1.9168 -4.3558
H 2.0496 3.7907 -2.7875
H 2.8618 3.4480 -0.5088
H 4.1322 3.5854 -1.7615
H 4.7200 -0.0083 -1.8308
H 5.1614 1.5291 -2.5933
H 2.6565 -1.0928 -2.4500
H 1.5175 -0.2718 -3.5126
H 0.5973 2.8537 -1.1533
H 0.3122 2.1048 -2.7411
H 3.3433 -0.0586 0.0399
H 2.6129 1.4026 0.7038
O 3.1600 -2.5527 0.9212
N 2.0341 -2.1496 0.6926
O 1.3399 -1.5811 1.5891
O 1.5506 -2.2040 -0.4867
Br -0.9136 6.4412 5.9880
C -0.7832 5.0429 4.7195
C 0.4355 4.7901 4.1090
C 0.5182 3.7807 3.1624
C -0.5982 3.0128 2.8490
C -1.8047 3.2651 3.4897
C -1.9060 4.2921 4.4176
C -0.5037 1.9452 1.7874
O -1.2532 0.9273 1.9322
O 0.2786 2.1431 0.8346
H 1.3083 5.3773 4.3609
H 1.4596 3.5746 2.6698
H -2.6669 2.6506 3.2607
H -2.8493 4.5048 4.9023
*
```

=====

No. 2
Molecular formula: C6H15InO3
Method: DFT, ωB97M-V/def2-TZVPD

## Properties
Energy above the lowest of the compared OMol25 structures with the same formula, charge and spin = 0.0 kJ/mol
LUMO energy = -0.1555 eV
E = -653.37236 a.u.

The geometry in ORCA input format:
```
! RIJCOSX wB97M-V def2-TZVPD def2/J DEFGRID3
* xyz 0 1
In 0.1488 -0.3283 -0.2695
C 3.4701 -0.7507 -2.1830
C 2.4346 -1.8184 -1.8629
O 1.4652 -1.5987 -0.8951
H 3.0281 0.1583 -2.5909
H 4.2491 -1.1018 -2.8597
H 4.0036 -0.5618 -1.2514
H 2.9675 -2.7609 -1.7373
H 1.9949 -2.0839 -2.8243
C -1.7847 -1.5155 3.0566
C -0.9492 -0.3127 2.6391
O -0.8580 -0.1386 1.2541
H -1.7696 -1.6465 4.1386
H -1.4075 -2.4727 2.6964
H -2.8277 -1.4551 2.7458
H -0.0047 -0.4029 3.1756
H -1.4257 0.5568 3.0919
C -1.9935 2.2620 -0.1075
C -1.1697 2.3083 -1.4862
O -0.3015 1.2327 -1.5551
H -1.4547 2.3753 0.8332
H -2.6416 1.3878 -0.0462
H -2.7417 3.0546 -0.0976
H -0.6602 3.2717 -1.4706
H -1.7720 2.3411 -2.3941
*
```

=====

No. 3
Molecular formula: CH5S2
Method: DFT, ωB97M-V/def2-TZVPD

## Properties
Energy above the lowest of the compared OMol25 structures with the same formula, charge and spin = 21.9 kJ/mol
LUMO energy = 3.7265 eV
E = -837.49436 a.u.

The geometry in ORCA input format:
```
! RIJCOSX wB97M-V def2-TZVPD def2/J DEFGRID3
* xyz -1 1
S -1.3708 -2.5282 -0.2356
H -0.6172 -1.4129 -0.6034
C 0.4283 1.5229 0.1778
S 0.9792 0.1193 -0.8737
H 1.2850 2.1370 0.4495
H -0.2953 2.1467 -0.3559
H -0.0557 1.1873 1.0954
H -0.3535 -3.1721 0.3459
*
```

=====

No. 4
Molecular formula: H2N3P3
Method: DFT, ωB97M-V/def2-TZVPD

## Properties
Energy above the lowest of the compared OMol25 structures with the same formula, charge and spin = 163.3 kJ/mol
LUMO energy = -0.6265 eV
E = -1189.48424 a.u.
SMILES string = [H]/N=P/[P@@]12=P(=N1)N2

The geometry in ORCA input format:
```
! RIJCOSX wB97M-V def2-TZVPD def2/J DEFGRID3
* xyz 0 1
H 0.7491 -2.2788 -0.3147
N 0.2155 -1.5123 0.0054
P -0.9717 -1.2257 0.8804
P -1.1636 1.1553 0.5241
P 0.4032 0.8231 -1.3286
N -1.2072 0.8432 -1.0480
N 0.5353 1.1395 0.3401
H 1.4394 1.0557 0.9413
*
```

=====

No. 5
Molecular formula: C36H42BClN6PPd
Method: DFT, ωB97M-V/def2-TZVPD

## Properties
Energy above the lowest of the compared OMol25 structures with the same formula, charge and spin = 0.0 kJ/mol
LUMO energy = -3.9875 eV
E = -2679.73764 a.u.

The geometry in ORCA input format:
```
! RIJCOSX wB97M-V def2-TZVPD def2/J DEFGRID3
* xyz 1 1
Pd -0.9106 0.3432 0.0377
C 1.7477 -0.5213 3.3555
C 0.8689 0.7185 3.4656
C 1.3490 1.9101 2.6363
C -0.5815 0.4241 3.2171
C -1.5270 0.3297 4.2371
C -2.7404 0.1908 3.6082
N -2.5483 0.2072 2.2870
N -1.2142 0.3296 2.0330
B -3.7260 0.3624 1.2718
N -3.8091 -0.8389 0.3434
C -4.8975 -1.5768 0.0807
C -4.5300 -2.5769 -0.7822
C -3.1571 -2.3836 -1.0069
N -2.7249 -1.3213 -0.3096
C -2.3320 -3.3625 -1.8006
C -1.9721 -4.5479 -0.8984
C -1.0991 -2.7912 -2.4846
N -3.5172 1.6853 0.5136
C -4.4256 2.6198 0.2082
C -3.7787 3.6615 -0.4182
C -2.4250 3.2953 -0.4463
N -2.2908 2.0877 0.1096
C -1.2924 4.2029 -0.8526
C 0.0673 3.5257 -0.9700
C -1.2048 5.3524 0.1607
H 2.7729 -0.2826 3.6414
H 1.7655 -0.9143 2.3476
H 1.3810 -1.3122 4.0118
H 0.8984 1.0234 4.5143
H 1.1586 1.7574 1.5757
H 2.4204 2.0677 2.7698
H 0.8244 2.8180 2.9383
H -1.3302 0.3838 5.2936
H -3.7387 0.1172 4.0040
H -4.7399 0.4289 1.9047
H -5.8465 -1.3347 0.5292
H -5.1504 -3.3541 -1.1952
H -2.9975 -3.7409 -2.5814
H -1.3423 -4.2183 -0.0751
H -1.4303 -5.3101 -1.4613
H -2.8689 -5.0017 -0.4761
H -0.4611 -2.2760 -1.7702
H -1.3713 -2.0989 -3.2810
H -0.5110 -3.5975 -2.9264
H -5.4612 2.4860 0.4729
H -4.2078 4.5861 -0.7644
H -1.5583 4.6297 -1.8239
H 0.3166 3.0104 -0.0404
H 0.8351 4.2799 -1.1514
H 0.1038 2.8098 -1.7903
H -0.9302 4.9647 1.1444
H -2.1568 5.8724 0.2578
H -0.4486 6.0756 -0.1470
Cl -1.1071 0.4927 -2.2899
C 0.4607 0.2312 -3.0185
C 0.5407 0.3703 -4.3921
C 1.7787 0.2243 -4.9945
C 2.9026 -0.0304 -4.2200
C 2.7880 -0.1616 -2.8474
C 1.5460 -0.0635 -2.2138
P 1.3727 -0.3154 -0.4038
C 1.6312 -2.0913 -0.1100
C 2.6339 -2.8222 -0.7475
C 2.8183 -4.1602 -0.4440
C 2.0188 -4.7751 0.5118
C 1.0197 -4.0553 1.1466
C 0.8157 -2.7205 0.8271
C 2.9128 0.4877 0.1363
C 3.8964 -0.1851 0.8530
C 5.0618 0.4760 1.2189
C 5.2485 1.8052 0.8727
C 4.2710 2.4783 0.1489
C 3.1102 1.8228 -0.2194
H -0.3429 0.6001 -4.9718
H 1.8662 0.3309 -6.0670
H 3.8743 -0.1173 -4.6864
H 3.6769 -0.3234 -2.2512
H 3.2715 -2.3562 -1.4869
H 3.5916 -4.7232 -0.9496
H 2.1731 -5.8180 0.7551
H 0.3869 -4.5345 1.8820
H 0.0119 -2.1673 1.3012
H 3.7644 -1.2226 1.1277
H 5.8241 -0.0542 1.7742
H 6.1575 2.3169 1.1596
H 4.4157 3.5136 -0.1298
H 2.3541 2.3514 -0.7897
*
```

=====

No. 6
Molecular formula: C11H52N22O15
Method: DFT, ωB97M-V/def2-TZVPD

## Properties
Energy above the lowest of the compared OMol25 structures with the same formula, charge and spin = 695.5 kJ/mol
LUMO energy = -0.3583 eV
E = -2783.82347 a.u.

The geometry in ORCA input format:
```
! RIJCOSX wB97M-V def2-TZVPD def2/J DEFGRID3
* xyz 0 1
C 1.1344 -2.1354 4.6071
O 1.6258 -1.3910 3.7396
N 0.5576 -1.6607 5.7350
N 1.0357 -3.4643 4.4623
H 0.6247 -0.6506 5.8104
H 0.0281 -2.3092 6.2781
H 1.3758 -3.8892 3.5964
H 0.5884 -4.0406 5.1470
C 2.7387 -2.4575 -1.9512
O 2.5233 -1.4508 -1.2746
N 3.3964 -3.5390 -1.4778
N 2.3178 -2.6186 -3.2339
H 3.7478 -3.3688 -0.5484
H 3.5369 -4.3491 -2.0458
H 2.3936 -3.4976 -3.7111
H 1.7924 -1.9225 -3.7308
C -3.4979 -0.6042 -2.7740
O -3.0294 -0.7408 -3.9199
N -3.1604 0.4560 -2.0008
N -4.4587 -1.3821 -2.2201
H -2.3598 0.9942 -2.3038
H -3.6279 0.7187 -1.1291
H -4.7777 -1.9700 -2.9795
H -4.5997 -1.3172 -1.2332
C 2.9460 2.1156 -1.0689
O 2.6072 3.2965 -1.0482
N 3.1932 1.3701 0.0537
N 3.0654 1.3913 -2.2039
H 3.3530 1.8459 0.9243
H 3.2494 0.3700 -0.0371
H 2.5327 1.7051 -2.9961
H 3.3198 0.4236 -2.1095
C 1.0504 4.3968 2.6335
O 1.1050 4.2498 3.8710
N 0.6341 5.5392 2.0079
N 1.5049 3.3672 1.9006
H 0.2580 5.3881 1.0794
H 0.0814 6.1638 2.5679
H 1.7694 2.4742 2.3038
H 1.7266 3.5405 0.9267
C 0.1390 0.1587 0.2652
O -1.0998 0.1871 0.2346
N 0.9330 0.4368 -0.8070
N 0.8876 -0.0289 1.3880
H 1.8593 0.0442 -0.8682
H 0.4322 0.5946 -1.6716
H 0.3647 -0.4228 2.1543
H 1.8214 0.3336 1.3244
C -0.6864 -3.0938 -1.4821
O -0.0805 -4.1823 -1.3721
N -0.7045 -2.3966 -2.6604
N -1.4363 -2.5419 -0.5290
H -0.3756 -2.9440 -3.4368
H -1.5517 -1.8385 -2.7389
H -1.6615 -1.5813 -0.7587
H -1.6677 -2.9248 0.3654
C -4.3647 0.6245 1.4041
O -4.1105 1.5148 0.5787
N -5.6379 0.3353 1.7888
N -3.4285 -0.2532 1.8369
H -5.8172 -0.3430 2.5037
H -6.3627 0.6844 1.1862
H -2.5588 -0.1490 1.3057
H -3.7742 -1.1026 2.2427
C -0.2151 4.6814 -1.5300
O 0.3061 5.7154 -1.0890
N 0.4133 3.4872 -1.5297
N -1.3630 4.7455 -2.2299
H 0.0273 2.6682 -1.9857
H 1.2779 3.4255 -1.0140
H -1.8172 5.5703 -2.5687
H -1.7716 3.9024 -2.6022
C -0.0974 1.1236 -4.4550
O -0.3841 1.5277 -3.3212
N 1.0496 1.4754 -5.1050
N -0.8855 0.2811 -5.1439
H 1.4856 2.2527 -4.6245
H 1.3941 1.3210 -6.0316
H -1.7822 -0.0901 -4.7846
H -0.4819 -0.0910 -5.9850
C 1.2748 -4.7210 0.9473
O 1.7487 -4.6587 2.0861
N 1.3480 -5.8482 0.1927
N 0.7118 -3.6768 0.3100
H 1.8889 -6.6084 0.5668
H 1.2977 -5.7658 -0.8066
H 0.1233 -3.8200 -0.4997
H 0.5768 -2.8218 0.8270
O -1.8266 3.1727 1.2314
H -2.6663 2.7113 1.1047
H -1.2668 2.8595 0.5131
O 2.7911 1.1183 2.9375
H 2.7846 0.1461 2.9322
H 3.5514 1.3550 3.4815
O 0.5441 1.1941 4.9627
H -0.1485 0.8389 4.3644
H 1.2254 1.4593 4.3284
O -1.2403 -0.0754 3.5558
H -1.1180 -1.0131 3.7508
H -2.1771 -0.0008 3.3135
*
```

=====

| no. | orbital gap (eV) |
| --- | --- |
| 1 | 6.0 |
| 2 | 9.1 |
| 3 | 6.3 |
| 4 | 7.5 |
| 5 | 7.1 |
| 6 | 7.3 |